Here is 2 unconnected molecules or ions with the total composition C3H9NO from the OMol25 dataset. Energies are from ωB97M-V/def2-TZVPD.

XYZ file:
```
14
Properties=species:S:1:pos:R:3:forces:R:3
C -3.807 1.902 2.630 0.182 0.095 0.837
N -3.019 0.698 2.907 0.020 0.175 -0.341
H -3.375 2.721 3.215 0.165 0.051 -0.388
H -4.783 1.793 3.089 -0.416 -0.187 -0.233
H -3.900 2.192 1.580 -0.024 -0.012 0.022
H -3.429 -0.109 2.450 0.024 0.070 0.004
H -2.106 0.825 2.484 0.064 -0.194 0.090
O 2.595 0.182 -2.219 -0.392 -0.179 0.341
C 2.683 -1.042 -2.608 1.160 0.105 -0.949
C 4.057 -1.706 -2.713 -0.728 0.156 0.020
H 1.872 -1.781 -2.624 -0.419 0.156 0.298
H 4.837 -1.029 -3.069 -0.066 0.133 0.082
H 4.018 -2.552 -3.395 0.007 -0.286 -0.116
H 4.355 -2.095 -1.728 0.423 -0.082 0.332
```
Forces are in eV/Å.

Properties
<S²>	0.75
2S+1	2
total charge	-1
strongest force on any atom	1.5	eV/Å
energy above the lowest of the compared OMol25 structures with the same formula, charge and spin	0.3811	eV
Kohn-Sham gap (spin up / spin down)	0.080 / 0.209	hartree

What are the Löwdin partial charges on each atom? They are as follows, in elementary charge units: -0.21 -0.08 0.06 0.06 0.06 0.05 0.06 -0.29 -0.58 -0.22 0.02 0.04 0.02 0.02

***

Here is 13 unconnected molecules or ions with the total composition C25H53B3Cl24N2O4 from the OMol25 dataset. Energies are from ωB97M-V/def2-TZVPD.

XYZ file:
```
111
Properties=species:S:1:pos:R:3:forces:R:3
C -0.452 2.202 1.085 0.214 -0.095 -0.568
C 0.963 2.865 0.681 -0.658 -1.636 -0.103
C 2.140 1.805 1.059 -1.093 1.300 -0.700
C 3.008 1.615 -0.259 0.751 0.290 0.823
C 4.164 0.514 -0.164 -0.134 -0.653 -0.898
B 4.282 -0.238 1.253 0.611 0.815 -1.272
O 5.514 -0.048 1.999 -3.122 -1.632 1.484
B 5.242 -0.691 3.271 1.258 -0.511 -0.493
C 5.265 0.156 4.673 -0.275 0.343 -1.648
N 4.030 -0.083 5.494 1.167 -0.620 0.029
O 4.905 -2.107 3.223 -1.971 2.829 -0.758
B 3.618 -2.122 2.576 -0.620 -0.909 0.198
C 2.519 -3.302 2.850 0.459 0.633 -0.478
C 1.415 -2.872 3.931 -0.228 -0.825 -0.835
C 0.424 -1.728 3.416 -0.160 0.261 0.300
C -1.134 -2.106 3.636 1.154 0.141 1.194
N -1.741 -2.529 2.354 -1.804 -0.253 1.017
C -1.155 -3.821 1.896 0.498 0.161 -0.856
C -3.187 -2.551 2.395 -1.729 -0.240 0.185
C -3.926 -2.718 0.983 1.091 0.057 -0.293
O -3.886 -2.424 3.412 2.052 0.086 -1.930
O 3.201 -1.079 1.683 2.877 -0.167 1.214
H -0.642 2.217 2.202 0.134 0.123 -1.301
H -1.321 2.662 0.501 1.113 -0.368 1.069
H -0.438 1.103 0.765 0.047 1.429 0.437
H 0.936 2.920 -0.461 0.177 0.442 1.584
H 1.129 3.871 1.169 -0.271 -1.083 -0.741
H 1.588 0.870 1.395 1.139 0.964 -0.359
H 2.721 2.281 1.915 -0.381 -0.991 -1.005
H 3.527 2.619 -0.446 -0.873 -1.278 0.097
H 2.333 1.400 -1.138 0.693 0.256 1.020
H 3.902 -0.297 -0.934 0.306 0.897 1.054
H 5.164 0.937 -0.527 -1.718 -0.797 0.799
H 5.232 1.254 4.357 0.515 -1.287 0.602
H 6.221 -0.111 5.214 -1.157 0.569 -0.215
H 4.182 -1.002 5.935 -0.722 0.521 -0.322
H 3.202 -0.102 4.887 0.423 -0.222 0.398
H 2.015 -3.488 1.841 0.550 0.192 1.477
H 3.065 -4.247 3.150 -0.743 0.961 -0.163
H 1.928 -2.602 4.905 -0.750 -0.284 -1.070
H 0.771 -3.805 4.095 0.983 1.233 0.096
H 0.676 -0.768 3.985 -0.524 -1.184 -0.812
H 0.559 -1.495 2.310 0.015 -0.365 1.370
H -1.169 -2.958 4.406 -0.079 1.004 -0.983
H -1.678 -1.241 4.137 0.457 -1.101 -1.154
H -0.162 -3.567 1.393 -1.150 -0.669 0.898
H -1.024 -4.486 2.807 0.000 0.491 -1.248
H -1.783 -4.345 1.101 0.637 0.803 1.202
H -4.782 -1.987 0.863 1.109 -0.797 0.475
H -3.158 -2.523 0.163 -1.101 -0.258 0.923
H -4.338 -3.759 0.824 0.518 1.085 0.416
C 2.533 2.695 -4.383 0.177 -0.013 -0.226
Cl 1.035 2.501 -3.463 -0.124 0.005 -0.126
Cl 3.831 3.320 -3.361 0.126 -0.130 -0.076
H 2.833 1.729 -4.780 -0.071 0.069 0.198
H 2.357 3.392 -5.200 -0.021 0.023 0.216
C 3.206 7.181 -3.396 0.308 0.160 0.021
Cl 2.925 6.808 -1.692 0.017 0.068 -0.007
Cl 2.255 6.123 -4.445 -0.148 0.212 -0.197
H 2.921 8.213 -3.584 -0.107 -0.181 0.054
H 4.262 7.044 -3.619 -0.155 -0.161 0.059
C 0.988 -1.192 -3.179 -0.250 0.060 -0.117
Cl 2.625 -0.844 -3.750 -0.015 0.007 -0.028
Cl 1.018 -2.172 -1.707 -0.061 0.006 0.077
H 0.482 -0.253 -2.967 0.182 -0.085 0.067
H 0.451 -1.735 -3.954 0.166 -0.024 0.112
C -0.380 8.176 -3.159 0.076 -0.274 -0.047
Cl -2.020 8.505 -2.586 -0.049 -0.050 -0.029
Cl 0.599 9.649 -3.178 0.044 -0.018 -0.031
H 0.087 7.450 -2.497 -0.057 0.173 0.007
H -0.432 7.774 -4.169 -0.046 0.162 0.106
C 0.961 -6.179 -0.689 0.110 0.027 -0.190
Cl -0.676 -6.844 -0.631 -0.029 0.014 -0.086
Cl 1.606 -5.920 0.937 0.055 -0.134 -0.158
H 1.607 -6.875 -1.219 -0.115 0.007 0.154
H 0.936 -5.225 -1.214 -0.070 -0.072 0.150
C -5.303 8.393 -0.565 0.204 0.151 0.010
Cl -5.582 8.019 1.139 0.067 0.077 -0.004
Cl -6.250 7.333 -1.616 0.024 0.060 -0.126
H -5.591 9.426 -0.752 -0.093 -0.174 0.041
H -4.245 8.259 -0.788 -0.202 -0.120 0.075
C -6.679 -5.232 -1.018 -0.090 0.026 0.231
Cl -5.077 -5.758 -1.554 0.090 -0.089 0.052
Cl -7.158 -3.727 -1.813 -0.044 -0.073 0.083
H -7.402 -6.005 -1.260 0.201 0.099 -0.088
H -6.657 -5.071 0.058 0.124 0.081 -0.155
C -9.817 -7.782 -3.199 -0.188 -0.070 -0.175
Cl -9.580 -6.271 -2.314 -0.323 0.015 -0.180
Cl -8.608 -8.987 -2.741 0.001 -0.049 -0.053
H -10.807 -8.173 -2.976 0.169 0.042 0.113
H -9.730 -7.583 -4.265 0.146 0.023 0.169
C -5.590 -7.257 -5.056 0.123 -0.065 0.241
Cl -7.198 -6.714 -5.550 -0.062 0.042 0.073
Cl -4.538 -7.501 -6.455 0.053 -0.027 0.048
H -5.148 -6.503 -4.408 -0.102 -0.016 -0.167
H -5.686 -8.197 -4.517 -0.061 0.083 -0.157
C 7.692 2.272 0.530 0.093 -0.045 0.227
Cl 9.278 1.892 -0.155 0.051 -0.029 0.049
Cl 6.532 2.696 -0.734 0.316 0.573 -0.068
H 7.322 1.401 1.070 -0.018 0.055 -0.169
H 7.792 3.113 1.212 0.086 -0.166 -0.373
C 7.661 3.453 4.431 -0.006 -0.007 0.265
Cl 9.249 3.074 3.753 0.020 -0.036 0.060
Cl 6.507 3.880 3.161 -0.266 0.120 0.279
H 7.289 2.583 4.968 0.029 0.051 -0.176
H 7.760 4.294 5.114 0.017 -0.042 -0.193
C -8.076 3.969 -2.725 0.014 0.179 0.138
Cl -8.484 3.977 -4.445 -0.029 0.103 0.003
Cl -7.489 2.383 -2.214 0.011 0.044 0.092
H -7.299 4.709 -2.543 -0.049 -0.196 -0.095
H -8.965 4.219 -2.150 0.068 -0.131 -0.124
```
Forces are in eV/Å.

Properties
total charge	0
strongest force on any atom	3.8	eV/Å
Kohn-Sham gap	0.348	hartree

Here are the Löwdin charges for atoms 1 to 99, given in e: -0.13 -0.23 -0.19 -0.21 -0.09 -0.46 0.21 -0.40 -0.15 0.00 0.22 -0.45 -0.11 -0.18 -0.16 -0.18 -0.14 -0.07 -0.42 -0.02 0.04 0.21 0.07 0.07 0.07 0.07 0.10 0.09 0.12 0.09 0.07 0.10 0.01 0.10 0.12 0.08 0.06 0.05 0.11 0.11 0.10 0.11 0.11 0.12 0.13 0.07 0.10 0.09 0.09 0.08 0.06 -1.02 0.54 0.52 -0.02 0.00 -1.01 0.52 0.53 -0.02 0.03 -1.01 0.54 0.52 -0.01 0.03 -1.04 0.53 0.53 0.00 0.02 -1.00 0.51 0.57 0.03 0.00 -1.03 0.51 0.51 0.03 -0.02 -1.04 0.51 0.50 -0.06 0.03 -1.01 0.55 0.51 0.03 0.00 -1.03 0.51 0.51 -0.01 0.02 -1.04 0.51 0.58

***

Here is 2 unconnected molecules or ions with the total composition C4H8N2 from the OMol25 dataset. Energies are from ωB97M-V/def2-TZVPD.

XYZ file:
```
14
Properties=species:S:1:pos:R:3:forces:R:3
C -1.323 -0.546 -0.550 0.378 0.228 0.082
C -0.072 -1.397 -0.565 0.487 -0.746 1.009
C 0.619 1.758 1.068 0.045 -0.095 0.408
C 1.502 0.167 -0.573 0.311 1.190 -1.376
N 1.344 1.041 0.423 -0.067 -0.060 0.092
N 0.082 2.363 1.998 -0.036 0.148 0.010
H -0.582 3.092 1.764 0.004 -0.092 -0.097
H 2.450 -0.374 -0.521 -0.092 -0.332 0.415
H -1.422 -0.003 0.389 -0.009 0.045 -0.008
H -2.204 -1.185 -0.642 0.088 -0.050 -0.034
H -1.321 0.162 -1.376 0.026 0.084 0.038
H -0.170 -2.222 0.156 -0.266 -0.179 -0.188
H 0.161 -1.809 -1.541 0.210 0.136 0.039
H 0.935 -1.047 -0.031 -1.080 -0.278 -0.390
```
Forces are in eV/Å.

Properties
total charge	0
strongest force on any atom	1.8	eV/Å
energy above the lowest of the compared OMol25 structures with the same formula, charge and spin	4.8957	eV
Kohn-Sham gap	0.302	hartree

What are the Löwdin partial charges on each atom? They are as follows, in elementary charge units: -0.13 -0.17 -0.29 -0.07 0.00 0.12 0.05 0.04 0.06 0.07 0.08 0.09 0.09 0.05